(1)
91
Properties=species:S:1:pos:R:3:lowdin_charge:R:1 method="wB97M-V/def2-TZVPD" total_charge=-1 homo_ev=-4.18 de_lowest_ev=1.4943
Rb -1.16761 0.34950 -0.66748 0.8072
N -5.06651 0.69850 2.12282 0.0334
C -4.02401 1.59330 1.98832 -0.9822
S -4.35791 3.08780 1.26862 0.4783
N -2.91121 1.25580 2.56732 -0.0443
N -1.69581 1.54850 2.21432 0.0380
C -0.78451 1.77360 3.12102 -0.2217
C -1.12851 1.95780 4.54752 -0.1875
C -1.87261 1.00690 5.24072 -0.0315
C -2.28001 1.24930 6.53982 -0.0889
C -1.96381 2.44610 7.16122 -0.1081
C -1.22091 3.39720 6.47972 -0.0954
C -0.80751 3.15620 5.18402 -0.0430
C 0.58329 1.93110 2.69742 -0.2222
C 1.62399 1.86600 3.64612 -0.0192
C 2.92689 2.01930 3.23572 -0.0764
C 3.18179 2.24660 1.88612 -0.0814
C 2.09689 2.29650 1.02352 -0.1615
N 0.84399 2.13330 1.39662 0.1181
H -5.98621 1.10530 2.05562 0.0530
H -4.94441 -0.01120 2.83052 0.0790
H -2.12321 0.07670 4.75272 0.1110
H -2.84961 0.49780 7.06912 0.0965
H -2.29511 2.63750 8.17252 0.0919
H -0.96911 4.33390 6.95982 0.0952
H -0.24521 3.90670 4.64352 0.1184
H 1.38029 1.68460 4.68282 0.1106
H 3.73629 1.96300 3.95232 0.1012
H 4.19089 2.38060 1.52402 0.0900
H 2.24039 2.48490 -0.03288 0.1044
C -1.38611 4.08870 -0.29898 -0.1021
O -1.24351 3.15950 -1.35008 -0.1433
C -1.24211 3.60400 -2.61508 -0.1961
C -1.27211 4.93390 -3.01048 -0.0422
C -1.26121 5.24190 -4.36548 -0.6764
Br -1.30051 7.07480 -4.89058 0.7094
C -1.22201 4.28090 -5.34218 -0.0959
C -1.18761 2.92790 -4.96688 -0.0693
C -1.20071 2.58680 -3.60258 -0.1758
O -1.19591 1.32260 -3.17448 -0.0567
C -1.15511 1.86810 -5.94688 -0.2189
N -1.11091 0.58950 -5.62888 0.1596
C -1.10361 -0.11030 -6.79948 -0.2021
C -1.07041 -1.48110 -7.03188 -0.0006
C -1.08761 -1.90320 -8.34528 -0.0989
C -1.13131 -0.99850 -9.40698 -0.1045
C -1.15761 0.36800 -9.19588 -0.0308
C -1.14591 0.80020 -7.88208 -0.1885
N -1.17451 2.04640 -7.30938 0.1750
H -0.57131 4.81700 -0.28518 0.0983
H -1.35351 3.50670 0.61812 0.0454
H -2.34861 4.60140 -0.35338 0.0729
H -1.31001 5.72810 -2.28468 0.1022
H -1.22451 4.57110 -6.38058 0.0907
H -1.13611 0.73380 -3.97848 0.0786
H -1.03601 -2.17250 -6.20588 0.1178
H -1.06761 -2.96140 -8.56208 0.0982
H -1.14591 -1.37510 -10.41888 0.0957
H -1.18821 1.06660 -10.01868 0.1040
H -1.21501 2.92280 -7.80108 0.1543
C 3.07799 -8.61580 4.68172 -0.0882
C 2.42159 -7.55490 3.83592 -0.7769
O 2.85229 -7.15110 2.78872 0.0247
S 0.91829 -6.94650 4.54792 0.9954
C 0.37849 -5.78970 3.29822 -0.5481
C 0.66059 -4.43740 3.43932 -0.1094
C 0.24379 -3.54960 2.47352 -0.0417
C -0.46681 -3.99000 1.34142 -0.2828
C -0.75001 -5.36470 1.23922 -0.0343
C -0.33981 -6.25370 2.20362 -0.1079
C -0.88411 -3.10320 0.33252 -0.3019
C -1.27611 -2.43880 -0.62378 -0.2268
H 4.13299 -8.36970 4.78082 0.0826
H 3.00329 -9.57250 4.16682 0.0843
H 2.61099 -8.69090 5.65962 0.0544
H 1.20769 -4.09650 4.30822 0.1005
H 0.45789 -2.49220 2.58152 0.1077
H -1.30291 -5.71130 0.37762 0.1127
H -0.56681 -7.30790 2.11782 0.1027
C 4.14459 -1.52500 0.57152 -0.0528
N 3.64859 -0.60140 -0.41268 -0.1884
C 4.61709 0.13730 -1.19728 -0.0398
C 2.34329 -0.43070 -0.67418 -0.3651
O 1.91799 0.31510 -1.52778 -0.0201
H 4.85109 -1.02180 1.23472 0.0869
H 4.64919 -2.37210 0.09392 0.0921
H 3.32199 -1.91690 1.16482 0.0860
H 5.61379 -0.26030 -1.01978 0.0845
H 4.59149 1.19570 -0.92578 0.0838
H 4.36939 0.04610 -2.25588 0.0918
H 1.68719 -1.04100 -0.03188 0.1309

(2)
83
Properties=species:S:1:pos:R:3:lowdin_charge:R:1 method="wB97M-V/def2-TZVPD" total_charge=+2 homo_ev="-13.35 / -13.00" de_lowest_ev=2.9033
C -1.95348 -0.53267 4.49548 -0.0827
C -2.56766 -0.09137 3.29740 -0.1256
C -2.79030 -1.23087 2.45907 -0.1169
H -2.90102 0.91822 3.09120 0.1052
C -2.29900 -2.37311 3.15807 -0.1562
C -1.76866 -1.94814 4.41067 -0.1073
H -1.39304 -2.58736 5.21171 0.1189
H -1.75490 0.07574 5.37283 0.1230
H -3.31817 -1.23385 1.50366 0.1163
H -2.39284 -3.39832 2.82837 0.1056
Pb 0.37932 -1.09315 2.17130 1.2863
Si -0.74127 -0.59928 -3.76781 0.8754
C -0.35787 0.92366 -4.93520 -0.3387
C 0.87792 1.09805 -5.59305 -0.1207
H 1.64015 0.30441 -5.58830 0.1172
C 1.22306 2.34217 -6.13907 -0.0600
H 2.20919 2.50360 -6.56969 0.1155
C 0.33841 3.42304 -6.13893 -0.0480
H 0.61208 4.40536 -6.52787 0.1209
C -0.92933 3.20617 -5.59175 -0.0700
H -1.65606 4.01718 -5.56939 0.1144
C -1.30214 1.97529 -5.03388 -0.0960
H -2.29492 1.87699 -4.56980 0.1083
C -0.01555 -1.88881 -4.87886 -0.3010
C -0.27387 -1.73991 -6.28005 -0.0905
H -0.85187 -0.89474 -6.69838 0.1163
C 0.19528 -2.68951 -7.20930 -0.0504
H -0.11584 -2.62064 -8.24916 0.1148
C 1.06280 -3.72404 -6.81283 -0.0467
H 1.41038 -4.46951 -7.53263 0.1202
C 1.45674 -3.75332 -5.47115 -0.0701
H 2.18572 -4.51316 -5.17342 0.1133
C 0.94451 -2.85931 -4.51312 -0.0858
H 1.29085 -2.91902 -3.46825 0.0939
H -2.20618 -0.56741 -3.79965 0.0404
Si 1.32239 0.91526 -2.15294 0.9250
C 0.68411 -0.86740 -1.47102 -0.3255
C -0.69072 -1.22259 -1.52359 -0.2878
H -1.52506 -0.54499 -1.91216 0.0602
C -1.22908 -2.37722 -0.94893 -0.0646
H -2.30223 -2.52048 -1.04785 0.1342
C -0.47511 -3.24978 -0.18808 -0.0852
H -0.97383 -4.00305 0.48570 0.1444
C 0.89331 -2.94943 -0.12013 -0.1802
H 1.53485 -3.53744 0.54932 0.1030
C 1.47859 -1.83247 -0.77205 -0.1635
H 2.55243 -1.68147 -0.68296 0.0880
C -0.09510 2.09884 -1.59819 -0.3421
C -1.31462 1.78113 -0.93049 -0.1419
H -1.56046 0.74298 -0.71962 0.0633
C -2.26917 2.73320 -0.55373 -0.0677
H -3.16040 2.43504 0.01088 0.1137
C -2.00783 4.09624 -0.80408 -0.0672
H -2.58058 4.87625 -0.27748 0.1219
C -0.90963 4.44144 -1.59637 -0.0606
H -0.69727 5.50672 -1.81258 0.1271
C -0.01530 3.44895 -2.01740 -0.1146
H 0.79012 3.74088 -2.68725 0.1039
H 2.59932 1.33548 -1.45906 -0.0107
Cl 3.14588 -1.60922 2.11967 -0.1862
C 1.86287 -3.09739 7.77988 -0.0431
C 1.80433 -1.74178 8.12177 -0.0460
C 1.68001 -0.76936 7.13192 -0.0029
C 1.56175 -1.17915 5.78994 -0.2789
C 1.72893 -2.53420 5.42556 -0.0479
C 1.82728 -3.48391 6.43697 -0.0603
N 1.18741 -0.27639 4.77540 0.0246
N 1.08596 0.94008 5.22748 0.0918
C 0.78130 1.93049 4.27131 -0.3057
C 0.61942 3.22350 4.81357 0.0103
C 0.13275 4.22809 3.99105 -0.0154
C -0.03394 3.93495 2.60218 -0.0236
C 0.28424 2.66062 2.12603 -0.1223
N 0.61694 1.63910 2.94429 0.0307
H 1.93581 -3.84507 8.55536 0.1147
H 1.86508 -1.42206 9.15682 0.1160
H 1.62751 0.29793 7.34207 0.1101
H 1.76766 -2.77430 4.35789 0.0490
H 1.88815 -4.53735 6.16623 0.1155
H 0.87804 3.33655 5.86284 0.1243
H -0.10035 5.22819 4.40364 0.1310
H -0.37331 4.69853 1.90205 0.1066
H 0.23504 2.44365 1.03791 0.0956

(3)
103
Properties=species:S:1:pos:R:3:lowdin_charge:R:1 method="wB97M-V/def2-TZVPD" homo_ev=-7.94
O 2.93245 -0.40870 -0.46698 0.1659
C 3.23077 0.60497 -1.03008 -0.3793
C 2.65813 1.95550 -0.78297 0.1471
C 3.19893 2.80111 -1.64538 -0.0079
C 2.89410 4.26036 -1.79201 -0.3888
F 2.12960 4.64903 -0.75841 0.1445
F 4.02996 4.97055 -1.76994 0.1723
C 2.14462 4.55313 -3.13837 -0.3399
F 2.86078 5.43686 -3.85042 0.1666
F 2.01589 3.44135 -3.87982 0.1642
C 0.72832 5.17844 -2.98444 -0.3424
F 0.32380 5.50043 -4.22446 0.1714
F 0.81392 6.30924 -2.27845 0.1797
C -0.31443 4.17529 -2.38081 -0.3144
F -1.04554 3.66011 -3.38497 0.1729
F 0.34361 3.14610 -1.79730 0.1379
C -1.23978 4.77122 -1.30816 -0.3418
F -0.44124 5.14834 -0.28055 0.1595
F -1.88292 5.85460 -1.77022 0.1853
C -2.26923 3.78331 -0.68059 -0.3272
F -2.98149 4.55209 0.17327 0.1646
F -1.63334 2.84808 0.04875 0.1472
C -3.29564 3.10721 -1.64601 -0.3209
F -4.46240 2.99456 -0.96533 0.1468
F -3.52116 3.88569 -2.71471 0.1686
C -2.92458 1.65023 -2.08786 -0.5241
F -1.60624 1.44949 -2.06427 0.1732
F -3.50541 0.76502 -1.27614 0.1749
F -3.37136 1.46541 -3.33711 0.1882
C 4.17571 2.02892 -2.47720 -0.3596
O 4.87100 2.44204 -3.36089 0.2034
O 4.14769 0.72358 -2.04698 0.1724
H 1.91908 2.19738 -0.04658 0.1436
N 2.44326 4.57539 -7.03494 0.0088
C 2.71488 5.82082 -7.52939 -0.1409
C 2.66947 5.74865 -8.89616 -0.1128
C 2.35648 4.40549 -9.23864 -0.1135
C 2.22267 3.70718 -8.06840 -0.1394
H 2.41378 4.33547 -6.06379 0.1047
H 2.91585 6.64714 -6.86945 0.1050
H 2.84136 6.56659 -9.57517 0.0883
H 2.24336 3.99964 -10.22966 0.0884
H 1.99074 2.67249 -7.88360 0.1046
N 1.43196 -1.92721 3.86119 0.0089
C 0.30910 -2.24141 3.14655 -0.1429
C 0.69597 -2.51242 1.85924 -0.1135
C 2.10851 -2.35916 1.79819 -0.1274
C 2.53331 -2.00007 3.04899 -0.1262
H 1.44728 -1.68326 4.83319 0.1421
H -0.66248 -2.24784 3.61030 0.1003
H 0.03956 -2.79222 1.05133 0.0765
H 2.73767 -2.49960 0.93853 0.0797
H 3.51930 -1.79258 3.42801 0.1094
N -4.08209 0.65245 2.14652 0.0008
C -4.65837 0.06204 3.24202 -0.1375
C -3.66334 -0.20901 4.14145 -0.1038
C -2.43937 0.23424 3.56792 -0.1079
C -2.73099 0.76156 2.33897 -0.1337
H -4.57471 0.95656 1.32621 0.1341
H -5.71936 -0.11455 3.28559 0.1040
H -3.79844 -0.67590 5.10238 0.0835
H -1.45786 0.17357 4.00700 0.0841
H -2.10121 1.19709 1.58722 0.0914
N 1.87593 -5.89103 1.76934 0.0162
C 2.22229 -6.96613 2.53753 -0.1433
C 2.39470 -8.04153 1.70542 -0.1198
C 2.14366 -7.59330 0.38118 -0.1191
C 1.82774 -6.26155 0.45588 -0.1456
H 1.68488 -4.96536 2.11722 0.1107
H 2.31652 -6.87562 3.60590 0.1026
H 2.67000 -9.03688 2.01129 0.0856
H 2.18972 -8.17980 -0.52102 0.0858
H 1.57404 -5.54960 -0.31083 0.1031
N 7.52646 -3.41793 0.14053 0.0014
C 7.92395 -2.35153 0.89849 -0.1452
C 6.91406 -1.42657 0.88022 -0.1111
C 5.86600 -1.95716 0.07825 -0.1050
C 6.27546 -3.18707 -0.36237 -0.1301
H 8.06982 -4.24395 -0.02286 0.1426
H 8.88434 -2.34312 1.38424 0.1035
H 6.92502 -0.47521 1.38593 0.0859
H 4.92000 -1.49232 -0.14548 0.0575
H 5.78473 -3.91567 -0.98436 0.1078
N -3.94248 -2.34178 0.25271 0.0134
C -4.79964 -2.63718 -0.77136 -0.1487
C -4.28702 -3.70992 -1.45173 -0.1127
C -3.07376 -4.07676 -0.80935 -0.1061
C -2.89033 -3.21415 0.23879 -0.1336
H -4.06571 -1.59789 0.91555 0.1118
H -5.69661 -2.06256 -0.92775 0.1029
H -4.73223 -4.18060 -2.31199 0.0884
H -2.41353 -4.88202 -1.08398 0.0897
H -2.10636 -3.14709 0.97345 0.0868
N -5.92045 -0.95524 8.07698 0.0024
C -6.18471 -0.35359 6.87721 -0.1551
C -7.13099 -1.10423 6.23225 -0.1147
C -7.45042 -2.20134 7.07745 -0.1099
C -6.68783 -2.08082 8.20757 -0.1418
H -5.26322 -0.62302 8.75647 0.1417
H -5.67976 0.55211 6.58759 0.1043
H -7.54982 -0.89166 5.26300 0.0847
H -8.15857 -2.98748 6.87773 0.0898
H -6.62580 -2.69545 9.08874 0.1047